# 1
Below is a molecular structure, C27H22Cl4I2N2O3SiTi, with properties calculated with ωB97M-V/def2-TZVPD.

Output
LUMO level (spin up / spin down) (eV): 1.86 / 1.86
⟨S²⟩: 0.754
Energy above the lowest of the compared OMol25 structures with the same formula, charge and spin (kJ/mol): 0.00
HOMO level (spin up / spin down) (eV): -4.3 / -4.3
2S+1: 2
Charge: -1
Kohn-Sham gap (spin up / spin down) (eV): 6.144 / 6.204

The geometry in XYZ format:
```
62
Properties=species:S:1:pos:R:3:forces:R:3:lowdin_spin:R:1
Cl 3.7589 3.6855 -2.0181 -0.02 -0.01 0.00 -0.001
H 2.8265 -2.2138 -2.1991 0.02 0.02 -0.02 0.000
H 0.0668 0.9172 3.9093 -0.01 0.01 0.01 0.000
C -0.8124 -3.3429 0.6899 -0.04 0.12 0.13 0.000
O -0.7353 1.5121 -1.8069 0.16 0.02 0.09 0.020
O -0.7948 -1.1124 -0.0993 0.10 0.00 -0.09 -0.001
C 3.4887 -2.4913 0.3455 0.01 -0.10 -0.01 0.000
N 1.9789 -0.6714 0.5944 0.02 -0.11 0.06 0.010
Si -0.7279 1.8159 1.6762 -0.02 -0.16 -0.11 0.011
C 1.6493 4.3205 -3.6388 0.02 0.00 -0.01 0.005
C 0.0277 -2.8297 -1.5033 0.08 -0.12 -0.14 0.000
H 3.3107 -0.5304 -1.9604 0.00 0.02 0.06 0.000
N 1.2521 -0.7896 -2.0761 0.01 0.05 -0.04 0.005
C 2.5702 -1.2830 -1.6811 -0.06 -0.04 0.01 0.001
H -1.5159 3.7278 0.2769 -0.01 0.00 0.01 0.000
H 1.4920 -0.0806 2.4925 0.00 -0.03 0.04 0.002
H 2.8996 -1.8243 3.6047 -0.02 0.03 0.00 0.000
C -3.0131 0.8620 3.2379 -0.02 0.00 -0.02 0.000
H 0.7691 -4.4962 -2.6219 0.00 0.00 0.00 0.000
C 2.6716 -1.5067 -0.1891 0.01 0.15 0.05 0.001
H 0.7120 -2.3128 -3.4640 0.00 -0.03 0.01 0.000
H -0.5981 -1.2852 -2.8389 0.02 0.01 -0.02 0.000
C -4.5585 0.2939 1.0182 -0.01 -0.01 0.02 0.000
Cl -0.2600 5.1296 -5.3807 0.00 0.01 -0.01 0.000
I 0.5226 -7.1083 -0.9758 0.00 0.01 0.00 0.000
C -2.4881 1.1446 1.9745 -0.07 0.04 0.06 0.001
C 2.1285 3.5300 -2.5848 0.02 0.04 -0.02 -0.001
H 1.0609 2.2775 3.3732 0.00 0.01 0.00 0.000
H 4.1933 -3.3993 2.1567 0.00 -0.01 0.00 0.000
C -0.4893 3.2171 -3.4697 -0.04 0.02 -0.06 0.003
C 1.3087 2.5994 -1.9667 0.14 -0.05 0.15 0.005
I -1.6544 -2.6601 2.4730 0.03 -0.02 -0.06 0.000
H -2.4218 1.0768 4.1220 0.00 -0.01 0.01 0.000
C -4.2765 0.3015 3.3985 0.02 0.01 0.00 0.000
H 1.3484 -0.0441 -2.7566 -0.02 -0.05 -0.05 0.000
H -2.9159 1.0340 -0.1313 0.00 0.00 0.02 0.001
H 0.0249 4.1008 1.0398 -0.01 0.02 0.00 0.000
C -0.5207 -4.6817 0.5088 0.04 -0.02 -0.09 0.000
Ti 0.3093 0.5063 -0.3714 -0.11 0.23 -0.10 0.931
C 0.3233 -4.1729 -1.6889 -0.02 0.13 0.01 0.000
H 4.0261 -3.1617 -0.3126 -0.01 0.01 -0.02 0.000
C 0.3443 4.1639 -4.0773 0.01 -0.01 0.02 0.000
H -4.6542 0.0886 4.3928 0.01 0.00 0.00 0.000
C -0.5452 -2.3756 -0.2983 0.01 -0.05 0.12 0.000
C -0.0280 2.4299 -2.4210 -0.17 -0.14 0.06 0.004
C 0.3204 -1.8131 -2.5696 -0.04 0.04 0.05 0.001
C 2.8616 -1.7521 2.5271 0.11 -0.09 0.03 0.000
C -3.2946 0.8459 0.8700 0.00 0.00 -0.02 0.001
Cl -2.1220 2.9838 -3.9975 0.04 0.01 0.01 0.000
C -5.0534 0.0139 2.2862 0.00 -0.01 0.00 0.000
C 2.0797 -0.7877 1.9226 -0.10 0.01 -0.13 0.006
H -0.7319 -5.3945 1.2933 0.00 0.00 0.00 0.000
H -0.5352 2.5699 4.0705 0.02 0.00 0.02 -0.001
C -0.9528 3.6402 1.2097 -0.01 0.11 -0.05 0.000
C 0.0507 -5.0897 -0.6889 0.00 -0.10 0.08 0.000
O 1.6809 1.8203 -0.9621 -0.05 -0.02 -0.12 -0.004
H -5.1567 0.0681 0.1430 0.01 0.00 -0.01 0.000
H -6.0345 -0.4309 2.4048 0.00 0.00 0.00 0.000
H -1.4753 4.2099 1.9843 0.00 0.00 0.00 0.000
C 3.5783 -2.6229 1.7205 -0.06 0.08 -0.02 0.001
C 0.0362 1.8977 3.4224 0.04 -0.03 0.08 -0.002
Cl 2.6941 5.4802 -4.3892 0.00 0.00 0.00 0.001
```
Forces are in eV/Å.

# 2
Below is 2 unconnected molecules or ions with the total composition C2H9NO2, with properties calculated with ωB97M-V/def2-TZVPD.

Output
LUMO level (eV): 0.59
Energy above the lowest of the compared OMol25 structures with the same formula, charge and spin (kJ/mol): 24.40
SMILES: NCCO.O
HOMO level (eV): -8.9
Kohn-Sham gap (eV): 9.482

The geometry in XYZ format:
```
14
Properties=species:S:1:pos:R:3:forces:R:3:mulliken_charge:R:1
H 1.2123 1.4126 0.4198 0.10 -0.06 0.00 0.214
H 0.8386 -1.6861 0.2171 0.01 -0.02 0.07 0.233
C 1.1616 -1.0303 -0.5964 -0.17 0.17 0.00 -0.340
H 0.6116 -2.0797 -2.1656 0.01 0.01 0.09 0.296
C 0.1917 0.1212 -0.8562 0.12 0.60 -0.45 -0.421
H -2.3498 0.2929 1.8921 -0.01 0.03 -0.03 0.312
N 0.2996 1.2891 0.0105 -0.24 -0.18 0.04 -0.544
H -2.5234 1.2421 3.0688 0.23 0.08 -0.45 0.319
H -0.4024 1.3107 0.7343 0.09 0.00 0.17 0.235
H 0.4414 0.4313 -1.8712 0.00 0.11 -0.22 0.261
O 1.4360 -1.7666 -1.7787 -0.11 -0.19 -0.05 -0.518
H -0.8684 -0.1505 -0.9050 0.16 -0.34 0.16 0.333
O -2.1692 1.1992 2.1643 -0.23 -0.16 0.47 -0.651
H 2.1205 -0.5859 -0.3337 0.05 -0.03 0.20 0.270
```
Forces are in eV/Å.

# 3
Below is a molecular structure, C31H24CrGeN6S, with properties calculated with ωB97M-V/def2-TZVPD.

Output
LUMO level (spin up / spin down) (eV): -3.98 / -6.06
⟨S²⟩: 9.058
HOMO level (spin up / spin down) (eV): -9.9 / -10.1
2S+1: 6
Charge: +1
Kohn-Sham gap (spin up / spin down) (eV): 5.945 / 4.036

The geometry in XYZ format:
```
64
Properties=species:S:1:pos:R:3:forces:R:3:lowdin_spin:R:1
H 1.4549 2.3282 -0.9695 0.00 0.00 -0.03 0.000
C 0.5125 2.2441 1.7941 -0.01 0.19 0.00 0.072
H 4.8336 -1.9542 -1.1857 0.02 0.01 0.02 0.000
H -6.9753 3.0868 1.7835 -0.02 0.00 -0.02 0.002
N 0.6038 -2.0178 0.2802 -0.16 -0.13 0.11 -0.007
C -5.2305 4.0923 2.5644 -0.02 0.01 0.00 0.070
C -0.3129 -2.5284 -3.8207 -0.01 -0.05 0.03 -0.013
H 3.5573 -5.3783 -3.4062 0.00 -0.03 -0.02 0.000
N 1.0804 -4.3598 -0.0614 -0.25 0.15 -0.36 0.016
H 2.7229 -0.8214 -1.6719 0.01 -0.01 0.00 -0.001
C 2.8889 -1.8305 -2.0343 -0.01 0.03 0.01 0.001
H 1.3889 -5.3798 -4.5130 0.00 -0.02 -0.01 -0.001
S -2.8857 1.0537 0.2812 0.04 -0.10 0.04 0.400
H 3.1569 4.0030 2.9565 0.02 0.02 0.01 -0.001
H -1.3196 3.9284 2.5732 -0.03 0.03 -0.01 0.004
C 3.3769 -4.3841 -3.0187 0.00 0.02 0.00 -0.001
N 2.2789 -6.2331 0.9992 0.02 -0.13 0.06 0.005
C -5.1724 2.1609 1.1398 0.06 -0.02 -0.01 0.024
C 2.6745 3.2322 -2.4688 0.01 0.01 -0.02 0.001
H 3.8052 3.9294 -4.1519 0.01 0.02 -0.01 0.000
C 2.6752 2.1675 -4.6187 0.03 0.04 0.00 -0.002
H -3.3604 4.8960 3.2122 0.01 0.01 0.02 -0.001
C -0.8746 2.2351 1.5432 -0.15 -0.06 -0.15 0.284
C 1.8770 -2.4649 -2.7989 -0.03 0.11 0.00 -0.004
H -2.4439 -0.3917 -2.7558 -0.02 -0.02 0.02 0.000
H 5.2500 -4.2533 -2.0227 0.03 -0.02 0.00 0.000
H 4.3314 1.9848 2.0394 0.03 0.00 0.01 0.005
C 0.6042 -1.8611 -3.0491 0.05 -0.05 0.06 -0.023
C -3.8622 4.1300 2.6354 0.05 -0.02 -0.01 0.012
C -3.7634 2.1826 1.2057 -0.14 0.06 -0.05 0.113
C 0.8581 -3.1760 0.1682 0.27 -0.07 0.04 0.026
C 2.5071 1.0828 1.4130 0.04 -0.10 0.12 0.026
C 1.1665 -4.3981 -4.1142 -0.03 0.03 0.00 -0.009
H -0.7680 -4.2909 -4.9897 -0.02 -0.02 -0.01 0.000
H 3.0146 4.0227 -1.8125 0.00 0.02 0.02 0.000
H 3.0203 2.1234 -5.6426 0.01 -0.01 -0.03 0.000
C -0.0289 -3.7979 -4.3736 0.06 0.01 0.03 0.000
N 1.1704 1.1428 1.3277 0.00 -0.05 -0.41 0.106
C 4.0717 -2.4578 -1.7660 -0.02 -0.01 -0.02 -0.001
C 4.3168 -3.7595 -2.2534 -0.03 0.02 0.01 0.001
C 1.7136 -5.3428 0.5354 0.14 0.04 0.16 0.002
Cr 0.0594 -0.2171 0.2965 0.25 -0.33 0.42 3.259
H 0.7225 4.1701 2.7827 0.01 0.03 0.00 0.004
C -1.6708 0.3464 -2.9648 -0.01 0.00 0.07 -0.040
C 3.1168 3.1822 -3.7815 0.00 0.00 0.00 0.000
H -1.5801 0.4603 -4.0459 0.00 -0.02 -0.02 -0.007
C 2.1441 -3.7529 -3.3156 0.00 -0.08 -0.04 0.000
H -5.8086 4.8369 3.0931 0.00 0.01 0.02 0.003
C -5.8962 3.1026 1.8169 0.05 -0.02 0.01 0.047
C 2.5944 3.2014 2.4993 -0.03 -0.01 0.00 0.029
C 1.7993 1.2046 -4.1425 0.02 -0.09 -0.01 -0.008
Ge 0.0948 -0.1594 -2.2551 0.04 0.23 -0.39 -0.162
C -3.1019 3.1670 1.9565 0.14 0.07 -0.01 0.092
C 1.2291 3.2916 2.4083 -0.01 -0.07 0.03 0.079
H 1.4816 0.4071 -4.8054 -0.01 -0.02 0.00 -0.001
C 1.3448 1.2393 -2.8244 0.03 0.01 0.04 -0.034
H 2.9629 0.1832 1.0168 0.01 0.02 -0.04 0.000
H -1.9747 1.3094 -2.5557 -0.01 0.04 -0.01 0.003
N -1.3390 1.1944 0.7572 -0.34 0.26 0.15 0.330
N -1.7293 3.2024 2.0056 -0.02 0.00 0.13 0.199
C 3.2585 2.0785 1.9879 -0.01 -0.02 0.00 0.102
C 1.7954 2.2659 -1.9992 -0.09 0.05 0.09 -0.001
H -1.2864 -2.0948 -4.0148 -0.01 0.03 -0.01 -0.001
H -5.6657 1.3924 0.5589 0.00 -0.01 -0.01 -0.001
```
Forces are in eV/Å.

Respective M values: 894.1 79.1 637.2 g/mol.